# 1
Entry from OMol25: C28H33F10N5OPt as an isolated structure (ωB97M-V with the def2-TZVPD basis set).

Last column: Mulliken spin population.
Cartesian coordinates (Å):
H: 2.9914 -0.0128 2.8205  0.00
C: 2.6351 2.6576 -2.2032  0.00
C: -3.8567 -2.8752 2.7087  0.01
C: 2.5808 -2.6562 -2.4741  0.09
H: -3.1503 -2.2397 -2.4950  0.00
H: -3.4325 -0.4318 -4.0479  0.00
C: -4.5059 -3.0706 1.5112  0.00
F: 3.1210 2.0115 -3.3008  0.00
C: -0.9128 0.9051 -4.2593  0.00
H: 0.5985 -3.0266 -0.5945  -0.04
F: 4.1132 4.6807 0.4616  0.00
H: -1.4638 2.8262 5.0508  0.00
H: 4.4912 -1.2728 -1.0889  0.00
C: 1.8168 -0.6694 -1.1522  0.95
H: 4.3624 -2.9074 -0.4055  0.01
F: -5.6318 -3.8228 1.4937  0.00
H: -2.9906 0.7753 -2.8142  0.00
H: 1.1734 0.5087 -3.8413  0.00
C: 0.9240 3.3985 -0.7579  -0.02
O: 0.2136 1.5836 1.3352  0.04
H: -0.9211 0.7243 -5.3527  0.00
H: -1.8131 2.4412 1.4459  0.00
F: 1.4309 4.8128 1.0600  0.00
C: -2.7014 -2.1078 2.6598  0.01
C: -4.0422 -2.5285 0.3267  -0.01
C: 3.5642 3.3525 -1.4457  -0.01
F: 4.8699 3.3276 -1.8091  0.00
C: 0.1254 1.4193 2.5304  -0.01
C: -2.2388 -1.5670 1.4883  0.05
H: 1.7758 0.0347 5.0650  0.00
C: 1.9586 -0.1595 2.4870  -0.08
C: -2.7696 -0.2324 -3.1746  -0.01
C: -3.1655 -1.2203 -2.0854  0.01
H: 1.6900 -1.2130 2.6229  0.00
H: 3.8266 -1.4978 0.5323  -0.03
F: -0.3748 3.5842 -0.4631  0.00
F: -2.0210 -1.8807 3.8076  0.00
N: 0.2898 1.8540 -2.4374  0.04
C: -1.0995 1.8587 4.6832  0.00
H: -1.8642 1.1106 4.9420  0.00
C: 1.8408 4.0750 0.0021  0.00
C: 0.8195 0.3225 4.6185  0.00
H: -1.5894 1.7373 -4.0506  0.00
H: -1.1966 -2.3360 -3.5062  0.00
H: 0.8180 2.1258 -4.4763  0.00
C: 0.4638 1.3467 -3.7802  0.02
F: -1.1136 -0.8462 1.5891  -0.01
H: -4.2216 -0.9916 -1.8905  0.00
N: -1.3834 -0.2571 -3.5409  0.06
H: -2.0480 3.6492 2.7227  0.00
H: 3.1726 -3.5832 -2.4610  -0.01
C: 3.8701 -1.9275 -0.4716  0.07
C: 2.4605 -2.0377 -1.0675  0.00
H: 1.5859 -2.8812 -2.8640  -0.02
N: -2.3722 -1.1096 -0.8700  0.03
C: 0.2138 1.5017 5.3492  0.00
C: 1.2629 2.5601 -1.8660  0.04
H: 2.5317 0.1197 -1.4232  0.00
C: -2.0015 2.5745 2.5081  0.00
C: 1.6211 -2.9902 -0.2109  0.15
H: 1.8786 0.0728 1.4242  0.05
N: 1.0594 0.6879 3.2445  0.00
H: 0.9035 2.3470 5.2778  0.00
H: -2.9650 2.1225 2.7685  0.00
N: -0.9415 1.9370 3.2515  0.00
C: -0.9596 -1.4891 -4.1501  -0.01
H: 0.1230 -1.4801 -4.2797  -0.01
F: -4.3224 -3.3921 3.8748  0.00
Pt: -0.0737 -0.2916 -1.0717  0.71
C: 3.1935 4.0543 -0.3208  0.02
H: 0.0511 1.2718 6.4044  0.00
H: 3.0569 -1.9498 -3.1595  0.02
H: -1.4382 -1.6443 -5.1410  0.00
F: -4.7794 -2.8831 -0.7697  0.00
H: 1.5638 -2.6347 0.8201  -0.04
H: 2.0439 -4.0042 -0.2091  0.00
C: -2.8753 -1.7015 0.2069  -0.06
H: 0.1498 -0.5498 4.6882  0.00

Force components x, y, z for each atom (eV/Å):
-0.003 -0.005 0.017
0.187 0.030 -0.011
0.044 0.028 -0.028
0.025 0.031 -0.050
0.043 -0.003 -0.011
-0.028 0.035 0.016
-0.066 -0.027 0.035
0.038 -0.020 0.042
0.018 0.074 0.016
-0.001 -0.013 -0.019
0.002 0.024 -0.024
0.005 0.004 -0.004
0.002 0.013 0.005
0.172 0.252 -0.034
-0.003 0.003 -0.009
0.041 0.012 -0.023
0.022 -0.010 0.010
-0.030 -0.018 -0.023
0.033 0.097 0.090
0.180 0.294 0.090
0.033 -0.014 0.002
0.008 -0.013 0.007
0.040 0.000 -0.017
0.002 -0.032 0.082
-0.037 -0.030 -0.099
0.002 -0.048 -0.131
-0.030 -0.008 0.023
-0.138 -0.248 0.087
0.001 0.042 0.040
0.003 0.025 -0.003
0.044 -0.025 0.007
-0.014 0.123 0.117
-0.029 0.060 0.025
0.003 -0.007 -0.007
-0.004 0.013 0.000
0.009 -0.068 -0.014
-0.032 -0.005 -0.026
0.003 -0.001 0.078
-0.059 -0.059 -0.053
-0.001 -0.004 0.006
-0.079 -0.007 -0.033
-0.026 -0.128 -0.025
-0.008 -0.010 -0.046
0.005 0.007 0.013
0.043 -0.002 0.032
0.033 0.083 0.037
-0.003 -0.012 -0.011
0.002 -0.064 -0.006
-0.083 -0.173 -0.272
-0.009 -0.009 0.024
-0.023 -0.023 0.007
0.032 -0.039 0.032
-0.038 -0.003 0.038
-0.003 0.031 0.000
-0.014 0.291 0.046
0.012 0.050 0.013
-0.259 -0.017 -0.022
0.078 -0.082 -0.003
-0.042 0.018 0.009
0.040 -0.027 0.057
-0.038 -0.011 -0.003
-0.001 0.188 -0.009
-0.003 0.000 0.040
-0.009 0.001 -0.008
0.144 0.118 -0.022
0.020 -0.007 0.045
-0.007 0.022 -0.016
-0.005 0.006 -0.010
-0.319 -0.601 -0.277
-0.021 -0.007 0.058
-0.009 -0.012 -0.004
0.023 -0.007 0.013
0.003 -0.026 0.004
-0.002 -0.063 0.066
0.007 0.006 -0.004
-0.001 0.002 -0.008
0.048 0.005 0.032
0.028 0.002 0.007

Relative energy (zero: lowest compared OMol25 entry of this formula, charge and spin) (eV): 0.4494
2S+1: 3
Total charge: -2

---

# 2
Entry from OMol25: a 2-piece molecular cluster, C5H5F2N3O2S overall (ωB97M-V with the def2-TZVPD basis set).

Last column: natural (NBO) charge in e.
Cartesian coordinates (Å):
O: 0.1231 -0.0349 2.3017  -0.65
C: -2.4599 -0.0762 1.2772  -0.45
H: -2.3581 0.1485 2.3023  0.27
H: 1.0905 -0.2058 2.4519  0.52
H: 0.4869 1.9911 -1.4545  0.13
C: 1.1252 -0.6288 0.1476  0.59
F: -1.5480 2.2325 -0.6666  -0.34
N: 0.8556 -1.0525 -1.1093  -0.82
H: 1.6197 -1.1154 -1.7028  0.39
C: -0.0765 -0.3581 0.9925  0.25
F: 0.1695 3.1059 0.1906  -0.32
C: -1.3925 -0.4557 0.5392  -0.02
S: -3.8404 -0.3146 0.3640  0.64
N: -2.9896 -1.0328 -0.8460  -0.32
N: -1.7759 -0.9433 -0.6994  -0.20
H: 0.0197 -1.1362 -1.6468  0.44
O: 2.2320 -0.4733 0.6321  -0.63
C: -0.2347 2.1197 -0.5345  0.55

Force components x, y, z for each atom (eV/Å):
0.843 -0.599 -1.007
-0.441 -0.054 0.279
-0.356 0.654 0.813
-0.713 0.396 -0.188
-1.966 -0.013 1.290
-1.903 0.081 0.640
-0.149 -0.386 -0.770
0.650 -0.018 -0.130
2.002 -0.194 -0.825
1.625 0.270 0.063
0.835 1.347 1.308
-0.579 -0.061 -0.287
-0.905 -0.316 0.939
-2.516 0.492 -1.672
2.859 -0.636 0.332
-1.095 0.169 0.934
0.430 -0.074 -0.020
1.378 -1.058 -1.700

Relative energy (zero: lowest compared OMol25 entry of this formula, charge and spin) (eV): 2.4866
Total charge: 0

---

# 3
Entry from OMol25: a 3-piece molecular cluster, C3H10O3 overall (ωB97M-V with the def2-TZVPD basis set).

Last column: natural (NBO) charge in e.
Cartesian coordinates (Å):
H: 0.2595 1.2399 2.3577  0.22
O: 1.5671 -1.5526 -0.2510  -0.70
H: 2.5258 -1.8985 -0.3041  0.49
C: 0.4771 0.3832 0.4636  -0.30
H: -1.2688 1.3686 1.2225  0.22
C: -0.0397 1.4139 1.2967  -0.65
H: 0.3643 2.4841 1.0914  0.22
H: -1.5026 -3.4523 -0.3285  0.46
H: -0.8638 -2.7153 -1.4893  0.47
H: -1.2475 3.1642 0.0658  0.47
H: -1.1418 3.5902 -1.3432  0.46
C: 1.3375 -0.6045 0.6882  0.14
H: 0.0419 0.3673 -0.5630  0.19
H: 2.0294 -0.6059 1.4946  0.16
O: -1.2589 -3.6648 -1.3182  -0.93
O: -1.5389 3.8802 -0.5425  -0.93

Force components x, y, z for each atom (eV/Å):
-0.530 0.161 -0.571
1.825 -1.449 -1.059
-2.356 1.069 0.537
0.115 -1.790 -3.101
3.063 0.481 0.420
-2.190 2.406 2.385
-0.870 -1.685 -0.056
0.490 -1.142 -2.680
-0.873 -2.810 -0.046
-0.465 0.837 -0.304
0.434 -0.113 -1.365
0.517 1.147 -0.311
0.271 -0.201 0.673
0.132 -0.194 1.115
0.452 3.957 2.751
-0.016 -0.674 1.612

Relative energy (zero: lowest compared OMol25 entry of this formula, charge and spin) (eV): 1.8953
Total charge: 0

---

# 4
Entry from OMol25: a 2-piece molecular cluster, C15H26N4O3P overall (ωB97M-V with the def2-TZVPD basis set).

Last column: natural (NBO) charge in e.
Cartesian coordinates (Å):
H: 0.5072 0.6437 -3.0916  0.28
C: 2.4995 -2.6805 2.3844  -0.22
H: -2.9209 -1.0650 -0.3986  0.22
H: 2.5731 -3.8022 2.6705  0.21
H: -6.4982 1.1067 2.3753  0.24
H: 3.8385 2.6240 0.1253  0.25
C: -4.4030 -1.3710 1.0855  -0.19
H: -0.5508 2.6685 -3.1616  0.20
H: 0.6857 -2.4284 3.4289  0.37
H: 1.6705 3.3453 -2.8677  0.34
O: 1.1421 -2.3238 -2.0878  -0.70
C: 3.4427 1.0109 -1.3686  -0.26
H: 2.5618 1.4552 0.7471  0.21
N: 1.6040 -1.9612 3.3514  -0.87
H: 3.7471 -1.0208 -0.9372  0.42
C: -0.1744 -2.7850 -1.7455  0.48
N: 3.1176 -0.4446 -1.5375  -0.91
H: -1.0499 1.6461 -0.5769  0.27
H: 2.7615 1.7143 -1.9598  0.22
N: -1.0824 -3.4316 -1.2598  -0.29
C: 3.5449 1.5035 0.1645  -0.66
O: -6.1052 -1.4364 2.7061  -0.45
C: -5.7180 0.6801 1.7572  -0.20
H: -5.1881 2.4735 0.7593  0.24
H: 2.6441 -2.8637 0.0792  0.21
C: -0.0218 1.7513 -1.1219  -0.46
C: 1.8646 -2.6332 0.9026  -0.42
H: 2.0553 -1.8373 4.2668  0.39
H: 0.8045 1.9990 -0.3728  0.21
H: 1.6213 -0.4413 1.2682  0.30
C: -0.2191 3.0416 -2.1162  -0.22
C: -3.9547 0.8093 0.0586  0.50
H: -4.2304 -2.4320 1.2170  0.24
C: -3.7014 -0.6381 0.2201  -0.26
H: -0.8084 -0.1232 -2.0530  0.30
H: -1.0266 3.7617 -1.6986  0.23
C: 1.1209 -1.2053 0.5782  -0.79
C: -5.4651 -0.7674 1.9191  0.46
H: 4.5045 1.1531 -1.8155  0.24
H: 1.5121 3.9082 -1.3119  0.35
P: 1.4342 -0.8140 -1.2629  1.94
C: 0.2160 0.4185 -1.9945  -0.79
H: 4.3270 0.9270 0.7784  0.23
O: -3.3114 1.4806 -0.7318  -0.54
H: 3.5583 -2.2109 2.3333  0.20
H: 0.0035 -1.2504 0.8383  0.28
N: 1.0313 3.8717 -2.2361  -0.81
H: 1.0521 -3.4392 0.8011  0.24
C: -5.0157 1.4126 0.8913  -0.25

Force components x, y, z for each atom (eV/Å):
-0.177 -0.383 1.783
-0.170 -0.621 -0.493
-0.029 -0.036 -0.039
0.290 1.775 -0.639
0.008 -0.049 0.000
-0.325 -1.893 0.186
0.340 -0.076 -0.266
0.515 0.787 1.743
0.982 0.250 0.229
-0.424 0.802 0.558
-3.336 0.932 1.641
1.672 1.395 0.618
1.267 -0.006 -0.951
0.639 -0.248 -0.835
-0.764 0.431 -0.660
-0.450 -2.781 2.057
-2.420 -0.295 0.715
2.096 -0.083 -0.784
0.723 -1.403 0.808
4.485 3.812 -2.818
-0.065 0.645 -0.212
0.282 0.210 -0.290
0.071 0.328 -0.150
0.025 -0.016 -0.031
-1.034 0.242 1.517
-1.447 0.763 -0.292
-0.727 -0.097 -0.317
-0.513 -0.311 -0.633
-1.152 -0.507 -1.063
-0.807 -0.721 -1.284
-0.110 0.137 0.575
0.013 0.165 -0.144
-0.044 0.002 0.011
-0.039 -0.178 0.161
1.770 0.547 0.137
1.184 -1.571 -0.638
0.562 -0.711 0.321
-0.418 -0.261 0.423
-1.856 -0.309 0.611
-0.595 0.098 -0.931
0.274 -0.319 0.735
-0.314 0.032 -0.337
-1.060 0.836 -1.110
0.030 -0.188 0.144
-1.854 -0.701 0.410
1.660 0.145 -0.614
0.145 -1.687 -0.157
1.286 1.103 0.143
-0.186 0.012 0.163

Calculated total energy (a.u.): -1372.868588
Total charge: +1

---

# 5
Entry from OMol25: one molecule with the formula C24H13BrN2O2S (ωB97M-V with the def2-TZVPD basis set).

Last column: natural (NBO) charge in e.
Cartesian coordinates (Å):
C: -5.8964 0.5944 -3.6277  -0.31
H: 5.6628 -1.6608 2.6876  0.22
C: -4.9338 0.0280 -2.7220  -0.26
C: -5.2741 1.6178 -4.2719  0.09
S: 1.3523 -0.6131 4.6616  0.37
H: -5.7682 2.2649 -5.0027  0.22
H: 0.9234 2.6496 -3.0111  0.24
H: -0.7811 1.8146 -6.8932  0.22
H: 3.2423 -1.3563 7.0348  0.22
C: -1.7052 -0.3046 0.0516  0.17
C: 0.3649 -0.5738 1.9047  -0.10
O: -3.9679 1.7378 -3.7897  -0.41
H: 5.5122 -2.0570 6.9912  0.22
H: -6.9546 0.3104 -3.7119  0.23
C: -1.9339 -0.9119 1.2560  -0.23
H: 3.0550 -1.2786 1.4675  0.23
C: 3.0400 -1.1630 4.8500  -0.16
C: -3.7738 0.7389 -2.8686  0.22
C: 0.2564 2.2755 -3.7704  -0.26
C: 0.5935 0.0177 0.6310  -0.16
C: -1.2510 0.9321 -2.3343  0.14
H: 1.5578 0.4748 0.3769  0.24
C: -0.6292 1.8688 -5.8180  0.09
H: -5.0843 -0.7673 -2.0049  0.24
C: -0.9134 -1.0971 2.1914  -0.04
C: 1.4923 -0.7824 2.8766  -0.15
N: -0.2101 0.7546 -1.4637  -0.35
O: -1.3424 1.1634 -4.8639  -0.40
C: 3.7128 -1.4166 6.0789  -0.21
H: 6.7636 -2.1200 4.8129  0.21
C: 5.0657 -1.7975 6.0463  -0.20
Br: -1.3342 -2.2394 3.6949  0.08
C: 3.6968 -1.2969 3.6189  -0.09
C: 5.0936 -1.5551 3.6285  -0.18
C: -2.5534 0.5181 -1.9917  0.22
C: -0.8079 1.4746 -3.6477  0.23
H: -2.9405 -1.2537 1.4949  0.24
N: -2.7762 -0.1099 -0.7977  -0.39
H: 1.0407 3.2909 -5.6578  0.23
C: 2.7572 -1.1288 2.5018  -0.22
C: 0.3427 2.5833 -5.1783  -0.30
C: -0.4392 0.1609 -0.2911  0.09
C: 5.7448 -1.7876 4.8602  -0.23

Force components x, y, z for each atom (eV/Å):
0.053 -0.099 0.356
-0.447 0.153 0.602
-0.002 0.295 -0.195
-0.006 -0.847 1.090
1.105 -0.591 -0.970
1.217 0.164 0.306
-0.278 -0.097 0.115
-0.669 -0.468 0.577
-0.544 0.082 0.318
-1.669 0.828 -2.085
1.223 0.002 -0.339
-0.362 0.063 -0.619
0.356 -0.021 0.020
0.762 0.144 -0.140
-0.096 -1.233 2.592
-0.142 0.024 0.151
-0.074 0.389 1.245
-0.783 -0.718 0.952
0.671 1.177 -1.416
0.659 -0.163 2.151
2.362 -0.822 0.569
-0.345 -0.368 0.259
1.001 0.570 1.406
0.059 0.079 -0.196
-1.343 -0.069 -1.164
0.534 0.082 -0.098
-1.527 0.666 -2.284
-0.283 0.157 -0.512
0.501 -0.107 -1.439
0.444 0.134 0.095
-1.960 0.764 0.668
0.129 0.635 -0.699
0.172 0.038 -0.397
-0.245 -0.371 0.423
-1.276 -0.511 1.326
-0.121 -0.448 0.793
0.258 0.005 -0.202
0.669 1.018 -1.753
-0.464 -0.684 0.343
0.254 0.231 0.645
0.262 0.175 -0.313
0.055 0.166 0.062
-0.113 -0.425 -2.245

Calculated total energy (a.u.): -4154.505389
Total charge: 0

---

# 6
Entry from OMol25: C24H27N6OTl as an isolated structure (ωB97M-V with the def2-TZVPD basis set).

Last column: natural (NBO) charge in e.
Cartesian coordinates (Å):
H: 2.4660 0.7851 -6.0085  0.22
C: 2.8103 1.1631 -2.6854  0.06
C: 2.3860 0.5943 -4.9461  -0.14
H: -1.0101 -4.9725 -0.0538  0.22
C: 1.9176 -0.1228 3.4695  0.39
H: -2.1525 1.6829 1.2820  0.26
H: 4.8688 -1.4234 1.4425  0.22
C: 2.9304 -0.5078 1.4610  0.06
C: 4.0789 -1.1376 3.4378  -0.15
C: -2.7767 -0.3596 -1.6831  -0.62
H: -1.8185 2.6386 -3.0950  0.21
H: -4.6320 1.5715 -2.3696  0.19
C: -0.3233 1.0136 3.8815  0.38
C: 3.0101 -0.6683 4.1653  -0.29
C: 4.0497 -1.0617 2.0471  -0.30
C: -3.9465 1.8437 -1.5620  -0.62
N: 0.9279 -1.8616 -2.6875  -0.59
H: -0.9797 1.0787 -3.1594  0.19
C: 0.3962 -2.2370 -1.4479  0.39
H: -0.6806 1.5842 5.9393  0.21
C: -2.5848 1.1612 -1.7114  0.25
N: -0.7280 1.0424 2.6256  -0.51
N: 2.1444 0.0992 -2.2224  -0.48
H: -3.4873 -0.7004 -2.4415  0.19
C: -0.6515 -3.9570 -0.1637  -0.14
C: 1.5949 -0.7180 -3.1092  0.40
C: 1.6873 -0.4991 -4.4958  -0.29
H: -4.3988 1.5567 -0.6104  0.20
H: 0.0886 -4.2549 -2.1573  0.21
H: 3.0070 -0.7186 5.2470  0.21
C: -2.6520 2.3067 3.2878  -0.31
H: -2.5779 1.2548 -3.9076  0.20
C: -1.8710 1.6839 2.3350  0.10
N: 1.8836 -0.0451 2.1503  -0.47
O: -1.7653 1.5803 -0.6644  -1.07
H: -0.3895 -1.0001 1.4341  0.24
N: 0.2762 -1.3533 -0.4709  -0.49
H: 4.9332 -1.5630 3.9492  0.22
Tl: 0.4056 1.6107 -0.1930  0.82
H: 3.2282 1.8134 -1.9236  0.20
H: -3.5655 2.8087 3.0038  0.22
C: -0.7917 -3.0335 0.8680  -0.30
H: 0.7043 -2.5011 -3.4306  0.39
N: 0.8458 0.3386 4.2314  -0.58
C: -1.0457 1.6211 4.9204  -0.30
C: -2.2204 2.2665 4.6103  -0.15
H: 1.0186 0.3154 5.2216  0.39
H: 2.8390 -0.4306 0.3804  0.22
H: -3.8135 2.9271 -1.5632  0.21
H: -1.2660 -3.2919 1.8038  0.22
H: 1.2008 -1.1754 -5.1871  0.21
C: -1.9603 1.5566 -3.0569  -0.62
H: 3.5254 2.3333 -4.3292  0.22
H: -1.8198 -0.8495 -1.8604  0.20
H: -3.1392 -0.6680 -0.6997  0.21
C: -0.0457 -3.5636 -1.3349  -0.29
C: 2.9727 1.4580 -4.0209  -0.30
H: -2.7955 2.7428 5.3944  0.21
C: -0.3081 -1.7576 0.6637  0.07

Force components x, y, z for each atom (eV/Å):
0.004 0.001 0.002
0.015 0.009 0.024
0.035 0.052 0.035
0.001 0.003 0.004
-0.068 0.015 0.026
0.015 -0.022 0.035
0.001 -0.001 -0.005
-0.017 -0.009 -0.030
0.020 -0.009 0.005
-0.004 0.015 0.045
0.001 0.004 0.006
-0.007 0.003 0.004
0.058 0.028 0.139
0.013 -0.012 -0.059
-0.004 -0.004 0.032
-0.030 0.033 -0.031
-0.030 0.017 0.056
-0.004 -0.002 -0.009
0.093 0.035 -0.175
0.007 -0.005 0.004
0.084 0.048 -0.067
-0.108 0.045 -0.285
-0.014 -0.092 -0.043
-0.005 0.031 -0.009
-0.008 0.040 0.030
-0.047 -0.021 0.051
-0.015 -0.012 0.058
-0.001 -0.007 0.005
0.001 -0.001 -0.001
-0.011 0.005 0.004
0.075 -0.024 0.109
-0.003 -0.004 -0.001
-0.139 0.018 0.140
-0.013 0.033 0.014
-0.166 -0.140 -0.065
-0.011 0.015 -0.011
0.050 0.010 -0.043
0.001 0.000 -0.003
0.200 -0.028 0.068
0.000 -0.009 0.002
-0.007 0.003 -0.007
0.020 -0.029 -0.060
0.009 0.009 0.011
0.115 -0.017 -0.003
0.016 -0.030 -0.032
-0.068 0.042 0.006
-0.016 0.006 -0.007
0.017 0.006 0.016
-0.005 0.002 0.001
0.000 -0.011 -0.001
0.000 -0.004 -0.003
0.004 -0.011 0.000
0.001 0.002 -0.007
0.004 -0.044 -0.010
0.000 0.004 -0.004
0.008 0.042 0.034
-0.043 -0.063 -0.050
-0.001 0.003 0.005
-0.020 0.031 0.053

Relative energy (zero: lowest compared OMol25 entry of this formula, charge and spin) (eV): 0.1068
Total charge: 0